Record 1
DFT (ωB97M-V/def2-TZVPD) results for one molecule with the formula C5H9NO at a distorted geometry.

Properties
orbital gap: 9.8 eV
relative energy (zero: lowest compared OMol25 entry of this formula, charge and spin): 96.9 kcal/mol
SMILES string: C[C@H]1N[C@H]1[C@H]1CO1
maximum force: 0.0405 hartree/bohr
HOMO energy: -8.64 eV

XYZ file:
```
16
C5H9NO, DFT ωB97M-V/def2-TZVPD
O 1.3585 -1.2856 -0.5449
N 0.0264 0.1303 1.3467
C 1.1662 0.1020 -0.8669
C -2.2720 -0.2955 0.1422
C 0.1678 0.8848 0.1111
C -1.2195 0.5721 0.7488
C 2.4586 -0.4188 -0.3199
H -3.1044 0.3270 -0.2142
H 3.3247 -0.5974 -0.9704
H -2.6930 -1.0168 0.8466
H 2.7055 -0.2336 0.7233
H -1.8471 -0.8296 -0.7060
H 0.1125 1.9635 0.3025
H 1.1956 0.2336 -1.9575
H 0.1488 -0.8485 1.0870
H -1.6314 1.3047 1.4607
```

***

Record 2
DFT (ωB97M-V/def2-TZVPD) results for a 19-piece molecular cluster, C20H83N5O19 overall at a distorted geometry.

Properties
orbital gap: 9.5 eV
relative energy (zero: lowest compared OMol25 entry of this formula, charge and spin): 0.0 kcal/mol
maximum force: 0.0567 hartree/bohr
HOMO energy: -9.52 eV

XYZ file:
```
127
C20H83N5O19, DFT ωB97M-V/def2-TZVPD
O 1.7365 -1.2750 3.7651
O 0.2734 0.7516 5.4500
O -0.9138 -1.2783 -1.0674
O 2.7363 3.9758 0.3299
O 2.6288 3.6479 3.2693
O 1.8998 -2.1812 -4.7185
O -3.5193 3.1014 0.0850
O -0.7271 -6.0279 -2.2444
O 1.0470 -4.8442 -3.9599
O 3.9755 -1.3043 -0.8301
O 3.3034 0.5109 -3.9993
O -6.1018 -7.0436 -2.7269
O 1.6602 2.7258 -2.8948
O -1.0311 -2.4248 3.3028
O -4.2080 3.8514 -3.9187
O 3.0569 -3.8411 -1.8496
O -3.4493 -3.0603 0.8396
O 7.3787 1.5289 3.4918
O -2.9565 0.2507 1.3313
N -0.1723 0.1297 1.5947
N -0.1312 2.6903 3.0046
N 5.3111 4.4198 2.1074
N -0.6443 4.2860 -3.3230
N -3.3535 -4.6712 -2.2422
C -5.4291 4.4827 -3.5756
C 1.8136 0.9050 0.4202
C -1.9008 3.6277 -3.6784
C -0.9505 -2.1161 -2.2076
C 5.9180 2.2658 0.9670
C 6.9334 2.8649 3.3384
C -0.9657 1.1790 4.8647
C -1.0231 2.5570 4.2220
C -1.9224 2.2962 -2.8767
C 6.5256 0.6860 4.2648
C -3.0672 4.5361 -3.3569
C -6.4739 -8.3480 -2.3025
C 0.7333 1.6212 6.5053
C 0.4108 -0.9417 -0.6607
C 0.3850 0.3103 0.2198
C -2.3894 3.0969 3.8036
C 5.8056 3.0117 2.2970
C -4.1166 -5.3288 -4.4007
C -4.5198 -5.2792 -2.9116
C -4.8079 -6.6670 -2.2602
H 5.8662 4.8312 2.8649
H -0.6101 5.1993 -3.7684
H -3.9405 2.8809 0.9204
H -2.9772 5.5417 -3.7773
H 2.6885 3.7377 1.2699
H -0.7048 4.5147 -2.3326
H 0.7858 2.8017 3.4298
H -4.9340 -5.7177 -5.0073
H -3.9965 -4.2780 -4.6737
H 1.1998 2.4916 6.0416
H -2.9405 -3.7549 1.2709
H 2.6542 -0.1361 -3.7022
H -0.2013 1.0922 -0.2675
H -0.6937 -6.1900 -1.2976
H -6.8367 -8.1923 -1.2833
H 6.6368 3.3272 4.2858
H 4.9561 2.4648 2.7268
H -5.6835 -9.1040 -2.3113
H -3.3258 4.5358 -2.2917
H 1.4043 -3.0162 -4.7055
H 1.7624 1.6212 1.2344
H 5.0410 2.3931 0.3388
H -1.2376 0.3619 4.1969
H 2.9420 1.3638 -3.7196
H 6.8318 2.3781 0.3722
H -5.3713 -4.6225 -2.7201
H 0.8426 3.2638 -2.9686
H -2.4399 4.1616 3.5845
H -3.6317 -4.3591 -1.3157
H -3.0577 2.7885 4.6128
H 6.2536 -0.0827 3.5379
H 2.5871 0.1379 0.4590
H 3.6247 4.3110 0.2125
H -2.7704 2.6288 2.8939
H 2.1233 1.4834 -0.4530
H -0.1333 1.9102 7.1025
H -0.3486 -3.0259 -2.1029
H -2.8806 1.7912 -2.9957
H 6.0892 1.2118 1.2100
H -1.7683 -2.4993 3.9168
H 4.6393 -1.4572 -0.1497
H -2.8539 2.4146 -0.0317
H -0.2733 3.6355 2.6576
H 3.1036 -2.9197 -1.5482
H -1.9258 2.5643 -1.8133
H 1.8764 -4.5116 -3.5978
H 0.4088 -0.5681 2.0484
H -3.1205 -0.5826 0.8823
H 1.5516 -0.7181 4.5325
H 5.8926 4.7531 1.3358
H -1.9775 0.2846 1.4160
H 1.0248 -0.7870 -1.5510
H 0.5525 -5.1756 -3.1861
H 1.4594 1.1851 7.1883
H -1.5828 -5.5788 -2.3875
H 2.4125 4.3543 3.8870
H -4.8068 -6.4155 -1.1966
H -4.0374 -7.3514 -2.6139
H -5.3911 4.7429 -2.5135
H 0.1640 0.9624 2.0877
H -7.2181 -8.7293 -3.0003
H -6.1936 3.7812 -3.9006
H -0.5391 3.3233 4.8374
H -1.0829 1.6040 -2.9106
H -3.1938 -5.8767 -4.5785
H -1.7883 1.1382 5.5886
H 0.8717 -1.6154 3.4955
H -1.9945 -2.3871 -2.3250
H 3.0955 -4.3669 -1.0459
H -2.0202 3.3758 -4.7331
H -3.1210 -3.8427 -2.7737
H -5.5148 5.4322 -4.1180
H 7.8059 3.4510 3.0349
H -0.5046 -1.6389 -3.0853
H 0.8718 -1.7288 -0.0536
H -2.8443 -2.6915 0.1813
H 1.7686 2.5734 -1.9508
H 2.7815 -2.4251 -4.4188
H 5.5591 1.1172 4.5449
H -1.2717 -1.6876 2.7187
H 3.5604 3.8214 3.0220
H 4.3719 -0.6520 -1.4213
H 6.9209 0.2681 5.1895
```

***

Record 3
DFT (ωB97M-V/def2-TZVPD) results for a 3-piece molecular cluster, C21H29NO10S2 overall at a distorted geometry.

Properties
orbital gap: 7.6 eV
relative energy (zero: lowest compared OMol25 entry of this formula, charge and spin): 324.0 kcal/mol
SMILES string: CCC(=O)OCCc1c(O)c(O)cc2c1C(=O)NC2=O.O=S1(=O)CCCC1.O=S1(=O)CCCC1
maximum force: 0.1671 hartree/bohr
HOMO energy: -8.99 eV

XYZ file:
```
63
C21H29NO10S2, DFT ωB97M-V/def2-TZVPD
S -2.2132 -2.9074 -1.8039
S 0.8247 -0.3054 4.8310
O 0.9334 0.1629 3.4654
O -2.3430 0.6695 0.7842
O -0.9319 -2.2381 -1.9077
O 1.5954 -0.2310 -4.3916
O 4.5793 -0.9205 -3.7010
O 0.9593 0.5826 5.9685
O 0.8387 4.6528 -0.3753
O -2.0175 2.1163 -1.2337
O 5.5772 3.4263 0.6706
O -2.5801 -3.7040 -0.6520
N 3.2835 4.4659 0.1703
C 1.0244 -2.9103 5.3078
C 1.6435 1.8450 -2.5928
C -0.4054 2.7868 2.2463
C 4.0089 2.3624 -1.1708
C 2.0020 4.0213 -0.5534
C -0.7889 1.4208 -1.6568
C 1.9197 -1.7012 5.0422
C 4.4295 3.4497 -0.0182
C -3.9187 -3.6170 -3.6523
C -1.7213 3.1073 1.2856
C -0.6954 -1.2209 4.9946
C -3.5190 -1.7297 -2.1198
C -2.0688 1.8645 0.2449
C -2.4703 -3.8851 -3.2714
C 0.0435 2.2352 -2.8571
C 3.9533 0.2440 -3.0099
C 2.4474 2.7494 -1.4867
C 4.8179 1.1283 -1.8853
C 2.3676 0.5689 -3.3888
C -0.3165 -2.6471 4.6243
C -4.1237 -2.1140 -3.4691
H -0.0516 1.4486 -0.7195
H -1.4597 -0.7961 4.3416
H -0.0270 3.4167 -2.7049
H 2.9864 4.6016 1.1834
H -4.2531 -1.8134 -1.3137
H 5.9291 0.9031 -1.5874
H -0.3208 1.9067 -3.9375
H -1.5442 4.0925 0.6383
H -5.1824 -1.8409 -3.5194
H -0.6544 3.2844 3.3004
H 0.8675 -3.0230 6.3875
H -0.2010 -2.7350 3.5374
H 1.4891 -3.8327 4.9458
H 3.8463 -1.5260 -4.0691
H -2.6573 3.2828 2.0034
H -0.2205 1.6308 2.4003
H -4.1298 -3.9336 -4.6779
H 0.5758 3.3049 1.8536
H -1.0139 -1.1567 6.0394
H 1.1722 0.3898 -5.0724
H -3.6066 -1.5748 -4.2721
H 2.4944 -1.8236 4.1200
H -1.0815 -3.3616 4.9421
H -1.7860 -3.5181 -4.0422
H -0.9408 0.2776 -1.9128
H -3.1007 -0.7202 -2.1393
H 2.5955 -1.5093 5.8794
H -4.5912 -4.1662 -2.9825
H -2.2694 -4.9367 -3.0599
```